60
Properties=species:S:1:pos:R:3:forces:R:3 method="wB97M-V/def2-TZVPD" gap_ev=7.78 relative_energy_kcal_mol=56.5 e_lumo_ha=-0.02715 total_energy_ev=-38018.9137 fmax_ha_per_bohr=0.0162
C -5.015900 -2.271209 -0.834720 0.2296 0.0216 -0.0627
C -3.538731 -2.606780 -0.998591 -0.0826 -0.0126 0.4105
C -2.955191 -3.210194 0.282021 0.0937 -0.1605 -0.5219
O -3.086790 -2.363810 1.407910 -0.0966 0.1219 0.2601
C -2.314085 -1.257167 1.521455 0.1664 0.2539 0.0453
C -2.615917 -0.416626 2.597637 -0.0592 -0.1257 -0.0639
C -1.886806 0.731415 2.813101 -0.0782 -0.0720 0.0339
C -0.856999 1.081629 1.953195 0.2196 -0.1662 -0.1550
C -0.559811 0.264704 0.876336 0.0488 0.0925 0.4084
C 0.506782 0.645375 -0.127049 -0.3238 0.2488 0.1290
C -0.003227 0.569604 -1.541402 0.0276 0.0568 -0.3371
C -1.178325 1.033315 -2.058544 0.5264 -0.1814 0.1110
O -1.531475 0.766901 -3.306633 -0.0883 -0.0560 -0.0503
C -2.177712 1.765582 -1.259686 -0.3296 0.2570 -0.0678
C -1.835839 2.837693 -0.440822 -0.1532 -0.1692 -0.2802
C -2.834108 3.430427 0.314921 0.2804 0.0981 -0.0361
N -4.091239 3.025245 0.310027 -0.3125 0.2941 0.2995
C -4.418824 2.021015 -0.483176 -0.0587 -0.2897 -0.2269
C -3.510895 1.364624 -1.297663 0.1913 0.0868 0.0350
C 0.822881 -0.338833 -2.297914 -0.6190 0.4447 -0.3343
O 0.665217 -0.646988 -3.474353 0.2026 -0.1372 0.1803
C 1.862267 -0.883442 -1.334567 0.4875 -0.4422 0.0774
O 2.736300 -1.691151 -1.561597 -0.0415 0.0011 -0.2059
N 1.610223 -0.298148 -0.140416 -0.1555 0.0941 -0.1229
C 2.386827 -0.568682 1.043294 0.2491 -0.0523 0.2895
C 3.289531 0.605647 1.438232 -0.0734 -0.1386 -0.3440
C 4.290980 1.010241 0.348591 -0.0107 0.1170 0.2451
N 5.625921 0.486549 0.587847 0.0426 0.0870 -0.0159
C 6.580160 1.101930 -0.312479 -0.0250 -0.0036 0.0426
C 5.679447 -0.960564 0.482433 0.0028 0.0629 0.0355
C -1.271241 -0.911069 0.671674 -0.1006 -0.2379 0.0704
H -5.410502 -1.831188 -1.747369 -0.1111 0.0406 -0.0617
H -5.151723 -1.564070 -0.019457 -0.0848 0.0616 0.0573
H -5.587033 -3.168811 -0.609839 -0.1297 -0.0701 0.0329
H -3.402753 -3.329926 -1.804577 0.0923 0.0102 -0.0307
H -2.989019 -1.700762 -1.260666 0.0808 -0.0366 -0.0928
H -1.907072 -3.497819 0.132136 -0.0772 0.0040 0.0854
H -3.521330 -4.104740 0.555729 0.1170 0.0515 -0.0541
H -3.428730 -0.694457 3.249097 -0.1100 -0.0350 0.0896
H -2.126573 1.368374 3.650415 -0.0516 0.0545 0.0962
H -0.297411 1.989791 2.118807 0.0825 0.1387 -0.0242
H 0.892432 1.645667 0.114305 -0.0687 -0.0993 0.0289
H -0.823820 0.204832 -3.727219 -0.0025 0.0968 0.2300
H -0.826443 3.214474 -0.416128 0.1381 0.0385 0.0539
H -2.616812 4.269785 0.961932 0.1243 0.0701 0.0317
H -5.460955 1.731393 -0.466027 -0.0692 -0.1063 -0.0595
H -3.820272 0.555473 -1.939370 -0.0575 -0.0983 -0.0607
H 2.982986 -1.453703 0.814734 -0.1061 0.0365 0.0716
H 1.701715 -0.796512 1.867546 0.0502 -0.0631 -0.0965
H 3.840957 0.339731 2.339621 -0.0112 0.0455 0.0893
H 2.656158 1.460187 1.683742 -0.0024 0.0294 0.0801
H 3.911098 0.699916 -0.641327 0.0507 0.0665 -0.0101
H 4.380030 2.100332 0.338953 -0.0278 -0.0666 -0.0637
H 7.578130 0.737114 -0.075240 0.0652 0.0175 -0.0516
H 6.369270 0.884454 -1.371164 0.0117 -0.0011 -0.0512
H 6.565954 2.182188 -0.169944 0.0319 0.0398 -0.0451
H 6.718852 -1.279284 0.538682 0.0186 -0.0574 0.0436
H 5.246377 -1.332775 -0.456928 -0.0251 -0.0370 -0.0273
H 5.147529 -1.406433 1.320774 -0.0348 -0.1344 0.0025
H -0.994435 -1.540449 -0.160287 -0.0539 -0.0895 -0.1120